Computed, not measured: C8H8CrN2O4S as an isolated structure, with ωB97M-V/def2-TZVPD.

Last column: Löwdin spin population.
Atoms and positions in Å:
O (0.0827, -3.1932, -2.8819)  0.10
N (0.1678, 1.5252, 1.0184)  0.03
H (0.1031, 3.2547, 2.2180)  0.00
C (-0.3207, -1.4394, 2.9339)  0.01
H (0.0755, 0.3041, -5.1638)  0.00
C (0.1021, -2.1837, -2.2838)  0.06
C (-1.6656, -0.3936, -1.8985)  0.09
H (-0.4804, -1.4069, 3.9945)  0.00
O (-2.7892, -0.2358, -2.1892)  0.13
S (0.2615, -1.3816, 0.4916)  0.26
N (-0.1589, -0.0234, 2.5227)  0.03
C (1.8917, -0.3780, -1.9223)  0.08
H (-0.2769, 1.2844, 4.2521)  0.00
O (0.0727, 2.5097, -2.1741)  0.13
H (0.3346, 1.9680, 0.1120)  0.01
H (-1.1660, -1.9448, 2.4215)  0.00
Cr (0.1141, -0.4820, -1.3809)  2.71
O (2.9782, -0.2119, -2.3058)  0.11
H (0.5633, -2.0622, 2.6811)  0.00
C (0.0600, 0.1932, 1.2074)  0.06
C (-0.1625, 1.2157, 3.1645)  0.02
C (0.1098, 1.3920, -1.8340)  0.12
H (0.0752, -0.4852, -5.2040)  0.00
C (0.0279, 2.1746, 2.2206)  0.02

As for the charge: +2. For the HOMO energy (spin up / spin down), the calculation gives -16.44 / -16.78 eV. As for the expectation value of S²: 6.0459. For the frontier orbital gap (spin up / spin down), the calculation gives 8.404 / 5.473 eV. For the energy relative to the best compared isomer or geometry (same formula, charge and spin), the calculation gives 0.0 kcal per mole. For the LUMO energy (spin up / spin down), the calculation gives -8.04 / -11.31 eV. Its spin multiplicity is 5.

Computed, not measured: a 2-piece molecular cluster, C8H8FI2N overall, with ωB97M-V/def2-TZVPD.

Last column: natural (NBO) charge in e.
Atoms and positions in Å:
N (2.2376, -0.5152, -0.3990)  -0.50
C (-1.9629, -0.1789, -0.1296)  -0.02
H (-3.8424, -0.2208, 0.8343)  0.22
I (5.1249, -1.0136, -0.3241)  0.11
C (0.0586, -1.1999, 0.6825)  -0.23
H (-4.0405, -0.6061, -1.0078)  0.23
H (0.4717, -1.7589, 1.5141)  0.22
H (-1.6528, 1.1652, -1.8211)  0.21
I (3.9374, 2.9548, 0.3784)  -0.11
H (0.9115, 0.8913, -1.8238)  0.23
H (2.5958, 3.7592, 0.8926)  0.10
C (3.1265, -0.8537, 0.3962)  0.55
C (-3.4605, -0.0109, -0.1708)  -0.64
H (-1.7108, -1.7329, 1.4967)  0.21
C (-1.2941, -1.1166, 0.6471)  -0.20
C (0.8285, -0.4102, -0.1915)  0.09
F (3.0834, -1.2648, 1.6778)  -0.33
C (-1.1426, 0.5996, -1.0418)  -0.20
H (-3.5211, 1.0892, -0.4604)  0.22
C (0.2521, 0.4229, -1.1495)  -0.18

For the HOMO energy, the calculation gives -8.72 eV. For the frontier orbital gap, the calculation gives 9.055 eV. For the energy relative to the best compared isomer or geometry (same formula, charge and spin), the calculation gives 1.1 kcal per mole. For the LUMO energy, the calculation gives 0.33 eV. The SMILES is Cc1ccc(/N=C(\F)I)cc1.I.

Computed, not measured: a 2-piece molecular cluster, C8H8FN overall, with ωB97M-V/def2-TZVPD.

Last column: natural (NBO) charge in e.
Atoms and positions in Å:
H (1.3401, -0.5647, -0.2470)  0.20
C (-0.5632, -0.9526, 0.6246)  -0.20
H (-2.0096, 0.0149, -2.8296)  0.23
C (0.2857, -0.6858, -0.4468)  -0.25
H (-3.5615, -0.7138, -0.8645)  0.23
H (2.0077, 2.2537, 0.4131)  0.26
C (-0.2454, -0.2980, -1.6944)  0.38
C (-1.9361, -1.1260, 0.3605)  -0.21
C (-2.4825, -0.6959, -0.8218)  -0.19
N (3.6306, 1.0467, 2.8403)  -0.34
H (-0.2413, -1.1196, 1.6420)  0.22
C (2.8151, 1.1670, 1.9694)  0.28
H (0.8866, 1.3593, 1.4220)  0.25
H (1.7786, 0.5284, 0.0785)  0.24
F (0.6340, 0.3109, -2.5974)  -0.34
C (-1.6046, -0.3500, -1.8973)  -0.28
H (-2.5555, -1.4547, 1.1819)  0.22
C (1.8211, 1.2802, 0.8665)  -0.70

For the HOMO energy, the calculation gives -9.84 eV. For the frontier orbital gap, the calculation gives 10.450 eV. For the energy relative to the best compared isomer or geometry (same formula, charge and spin), the calculation gives 35.2 kcal per mole. For the LUMO energy, the calculation gives 0.61 eV. The SMILES is Fc1ccccc1.CC#N.

Computed, not measured: C8H8INO as an isolated structure, with ωB97M-V/def2-TZVPD.

Last column: natural (NBO) charge in e.
Atoms and positions in Å:
C (-1.0779, -0.2652, 0.2997)  -0.08
C (1.4047, 2.1120, -1.2964)  -0.29
H (-0.3622, -1.2779, 2.4870)  0.18
H (-1.1883, -1.6969, -1.2850)  0.22
H (1.7080, 2.5268, -2.2430)  0.22
C (-0.9405, -1.6654, -0.2228)  -0.67
C (2.0437, 2.4707, -0.1235)  0.06
N (1.7080, 1.9962, 1.0689)  -0.44
H (2.8600, 3.1786, -0.1201)  0.20
C (-0.6926, -0.2712, 2.2483)  -0.01
H (0.0893, -1.9979, -0.1041)  0.22
H (-1.6025, -2.3457, 0.3100)  0.23
I (-3.0608, 0.5307, -0.0276)  0.10
O (0.3329, 0.6591, 2.3187)  -0.48
H (-1.5799, 0.0482, 2.7880)  0.19
C (0.3476, 1.2122, -1.2338)  -0.12
C (0.7129, 1.1403, 1.1213)  0.52
C (-0.0107, 0.6954, -0.0057)  -0.25
H (-0.1940, 0.9198, -2.1215)  0.22

For the HOMO energy, the calculation gives -8.88 eV. For the frontier orbital gap, the calculation gives 9.048 eV. For the energy relative to the best compared isomer or geometry (same formula, charge and spin), the calculation gives 0.0 kcal per mole. For the LUMO energy, the calculation gives 0.17 eV.

Computed, not measured: one molecule with the formula C8H8N2O, with ωB97M-V/def2-TZVPD.

Last column: natural (NBO) charge in e.
Atoms and positions in Å:
C (-1.0157, -2.8113, -0.2846)  -0.65
C (-1.5526, -0.4191, 0.0454)  -0.14
N (-3.9357, -0.0537, 0.7608)  -0.29
H (-2.0842, -2.8558, 0.0916)  0.24
H (-0.2582, -3.3091, 0.4878)  0.22
H (1.5438, -1.6976, -0.2137)  0.22
H (2.7411, 2.3052, -0.2420)  0.21
C (-2.8841, -0.4133, 0.3560)  0.16
C (1.7888, 2.4871, 0.3614)  -0.42
C (1.2861, 0.1964, -0.0202)  0.04
C (0.7660, -1.0196, -0.2799)  -0.24
C (-0.6593, -1.4007, -0.2108)  -0.08
H (2.3154, 0.2795, -0.0218)  0.19
H (1.9790, 2.4253, 1.4661)  0.22
O (-0.9264, 2.8494, -0.8515)  -0.48
H (-0.9805, -3.5327, -1.2157)  0.25
C (-0.4456, 1.8942, -0.3651)  0.83
H (1.5302, 3.5424, 0.0958)  0.24
N (0.7919, 1.5333, 0.0407)  -0.50

For the HOMO energy (spin up / spin down), the calculation gives -8.47 / -8.75 eV. For the frontier orbital gap (spin up / spin down), the calculation gives 7.643 / 8.304 eV. For the energy relative to the best compared isomer or geometry (same formula, charge and spin), the calculation gives 146.4 kcal per mole. For the LUMO energy (spin up / spin down), the calculation gives -0.83 / -0.45 eV.

Computed, not measured: one molecule with the formula C8H8N2O, with ωB97M-V/def2-TZVPD.

Last column: natural (NBO) charge in e.
Atoms and positions in Å:
H (2.2473, -1.4573, -0.4540)  0.22
C (-1.8069, -2.1692, -1.0642)  0.76
C (-2.6623, -0.1387, -0.0880)  -0.02
C (1.7410, -0.5599, -0.1390)  -0.36
C (2.6184, 0.6085, 0.2698)  -0.46
C (1.7612, 1.7050, 0.8150)  -0.23
H (-3.6758, 0.1973, 0.0434)  0.21
O (-2.7385, -1.4280, -0.6633)  -0.47
H (-0.1543, 2.4723, 1.2364)  0.20
C (0.4269, -0.5125, -0.1167)  0.08
C (-1.6522, 0.6720, 0.2853)  0.01
H (-1.7400, -3.9432, -2.0206)  0.39
H (-2.0147, 1.6174, 0.6744)  0.22
H (3.3515, 0.2871, 1.0218)  0.21
H (2.2660, 2.5572, 1.2492)  0.21
H (3.2034, 0.9709, -0.5865)  0.20
N (-0.3004, 0.5958, 0.3000)  -0.48
C (0.4340, 1.6651, 0.8168)  -0.02
N (-1.3049, -3.1401, -1.5797)  -0.67

For the HOMO energy (spin up / spin down), the calculation gives -7.11 / -6.94 eV. For the frontier orbital gap (spin up / spin down), the calculation gives 7.397 / 6.690 eV. For the energy relative to the best compared isomer or geometry (same formula, charge and spin), the calculation gives 179.9 kcal per mole. For the LUMO energy (spin up / spin down), the calculation gives 0.29 / -0.25 eV.

Taking the records one at a time from the top gives strongest force on any atom values of 0.180 0.065 0.107 0.076 0.074 0.072 Eh/bohr.